101
Properties=species:S:1:pos:R:3 method="wB97M-V/def2-TZVPD" energy_ha=-4152.3295 orbital_gap_ev=6.522 spin_multiplicity=1 total_charge=+2 e_homo_ev=-13.50 de_lowest_kj_mol=5.3 e_lumo_ha=-0.256
Ti -0.515 -0.226 -0.298
C 1.602 -0.877 -2.777
C 1.136 -2.188 -2.194
N -0.110 -2.050 -1.371
C -1.324 -2.394 -2.211
C -1.448 -1.672 -3.539
C -0.042 -3.037 -0.244
C -1.143 -2.796 0.770
N -1.169 -1.355 1.070
C -1.937 -0.879 2.143
C -1.962 0.496 2.279
F -1.215 1.164 1.315
C -2.639 1.175 3.261
F -2.570 2.501 3.323
C -3.374 0.446 4.181
C -3.375 -0.931 4.069
F -4.053 -1.664 4.939
C -2.675 -1.602 3.071
F -2.715 -2.935 3.038
H 2.422 -1.046 -3.475
H 1.969 -0.188 -2.007
H 0.801 -0.390 -3.330
H 1.893 -2.625 -1.546
H 0.933 -2.919 -2.981
H -2.206 -2.210 -1.595
H -1.270 -3.474 -2.382
H -1.360 -0.590 -3.452
H -2.439 -1.887 -3.940
H -0.723 -2.027 -4.269
H 0.932 -2.917 0.239
H -0.104 -4.055 -0.642
H -0.916 -3.376 1.666
H -2.124 -3.120 0.410
H -3.925 0.938 4.969
C 2.926 1.706 1.813
C 2.182 3.025 1.642
C 2.015 3.456 0.188
Sb 0.469 2.573 -0.997
C -1.129 3.891 -0.576
C -1.842 4.491 -1.611
C -2.886 5.359 -1.326
C -3.220 5.640 -0.008
C -2.504 5.055 1.026
C -1.465 4.181 0.744
C 1.102 3.334 -2.853
C 1.338 2.548 -3.974
C 1.801 3.127 -5.148
C 2.032 4.492 -5.204
C 1.794 5.282 -4.089
C 1.329 4.709 -2.915
Sb 1.949 -0.122 1.290
C 3.600 -1.421 1.233
C 4.095 -1.903 0.025
C 5.225 -2.708 0.002
C 5.866 -3.029 1.190
C 5.383 -2.539 2.394
C 4.253 -1.735 2.423
C 1.170 -0.620 3.194
C 0.990 -1.964 3.519
C 0.445 -2.322 4.742
C 0.068 -1.338 5.648
C 0.250 -0.001 5.333
C 0.804 0.359 4.109
H 3.178 1.518 2.860
H 3.864 1.714 1.255
H 2.774 3.794 2.146
H 1.224 3.011 2.171
H 1.790 4.521 0.118
H 2.944 3.296 -0.365
H -1.587 4.297 -2.646
H -3.433 5.825 -2.135
H -4.029 6.322 0.210
H -2.751 5.282 2.054
H -0.916 3.744 1.568
H 1.152 1.486 -3.957
H 1.978 2.510 -6.019
H 2.392 4.942 -6.118
H 1.966 6.348 -4.133
H 1.133 5.348 -2.063
H 3.632 -1.626 -0.914
H 5.611 -3.076 -0.939
H 6.747 -3.654 1.176
H 5.889 -2.782 3.318
H 3.885 -1.373 3.376
H 1.307 -2.747 2.836
H 0.324 -3.366 4.996
H -0.351 -1.617 6.605
H -0.026 0.767 6.044
H 0.946 1.411 3.889
F -6.763 2.214 -2.701
C -5.570 1.759 -2.371
C -5.440 0.830 -1.345
F -6.511 0.402 -0.699
C -4.185 0.357 -0.992
F -4.071 -0.532 0.002
C -3.059 0.816 -1.649
O -1.820 0.414 -1.294
C -3.195 1.721 -2.689
F -2.113 2.115 -3.367
C -4.441 2.204 -3.051
F -4.549 3.079 -4.034

106
Properties=species:S:1:pos:R:3 method="wB97M-V/def2-TZVPD" energy_ha=-9869.9983 orbital_gap_ev="6.609 / 5.900" spin_multiplicity=5 total_charge=-1 e_homo_ev="-4.66 / -4.71" de_lowest_kj_mol=163.3 e_lumo_ha="0.072 / 0.044"
Mn -0.948 -0.831 -1.112
Br 0.939 -7.155 0.690
C 0.757 -5.325 0.205
C 1.121 -4.351 1.117
N 0.971 -3.058 0.858
C 0.444 -2.700 -0.308
C 0.075 -3.619 -1.285
C 0.241 -4.967 -1.025
C -0.563 -3.157 -2.591
O -0.728 -3.973 -3.481
O -0.901 -1.915 -2.609
H 1.556 -4.610 2.076
H 0.386 -1.614 -0.460
H -0.029 -5.695 -1.778
F 1.133 -0.146 -1.619
P 2.604 -0.336 -2.468
F 2.178 -1.852 -2.753
F 4.005 -0.515 -3.204
F 2.951 1.176 -2.031
F 3.268 -0.837 -1.043
F 1.884 0.169 -3.787
N -0.343 2.342 1.478
C -1.567 1.985 1.984
C -1.925 0.854 1.319
N -0.940 0.517 0.419
C -0.004 1.440 0.540
H 0.207 3.137 1.747
H -2.070 2.551 2.748
H -2.826 0.274 1.409
H 0.890 1.514 -0.056
N -2.412 -3.327 2.201
C -3.034 -3.975 1.160
C -2.812 -3.203 0.063
N -2.062 -2.104 0.412
C -1.839 -2.212 1.703
H -2.370 -3.628 3.157
H -3.576 -4.895 1.289
H -3.146 -3.341 -0.952
H -1.275 -1.521 2.304
C -3.845 5.460 -6.405
C -3.201 4.492 -5.449
C -3.130 3.135 -5.728
C -2.534 2.232 -4.856
C -2.444 0.786 -5.230
C -2.001 2.706 -3.642
Se -1.120 1.523 -2.412
C -2.052 4.084 -3.349
C -1.454 4.690 -2.103
C -2.649 4.946 -4.259
H -4.324 4.936 -7.232
H -3.103 6.146 -6.819
H -4.599 6.060 -5.892
H -3.536 2.767 -6.665
H -2.743 0.628 -6.267
H -3.078 0.179 -4.584
H -1.424 0.422 -5.092
H -1.251 3.923 -1.362
H -2.129 5.436 -1.680
H -0.509 5.180 -2.349
H -2.674 6.008 -4.032
S -3.353 -0.696 -1.985
C -4.766 -0.357 -1.005
C -5.836 -1.262 -1.015
C -6.981 -1.019 -0.275
C -7.087 0.131 0.498
C -6.041 1.043 0.503
C -4.897 0.811 -0.246
H -5.756 -2.150 -1.630
H -7.798 -1.730 -0.299
H -7.983 0.324 1.076
H -6.121 1.949 1.095
H -4.099 1.542 -0.278
C 5.065 -4.394 2.858
C 4.132 -3.874 3.745
C 3.458 -2.701 3.433
C 3.712 -2.032 2.241
C 4.643 -2.566 1.352
C 5.319 -3.737 1.663
Sb 2.591 -0.282 1.678
C 2.262 0.368 3.743
C 3.267 0.475 4.701
C 2.978 0.904 5.988
C 1.673 1.227 6.340
C 0.661 1.127 5.397
C 0.961 0.704 4.108
C 4.315 1.030 1.502
C 4.112 2.300 0.971
C 5.164 3.192 0.824
C 6.443 2.821 1.211
C 6.661 1.558 1.741
C 5.603 0.669 1.883
H 5.586 -5.314 3.095
H 3.929 -4.386 4.679
H 2.729 -2.299 4.129
H 4.834 -2.065 0.409
H 6.044 -4.141 0.966
H 4.288 0.223 4.435
H 3.769 0.988 6.724
H 1.445 1.555 7.347
H -0.359 1.376 5.665
H 0.166 0.638 3.368
H 3.118 2.595 0.647
H 4.986 4.170 0.394
H 7.270 3.511 1.089
H 7.659 1.259 2.039
H 5.793 -0.319 2.284

111
Properties=species:S:1:pos:R:3 method="wB97M-V/def2-TZVPD" energy_ha=-6224.3690 orbital_gap_ev=8.167 spin_multiplicity=1 e_homo_ev=-7.99 de_lowest_kj_mol=138.9 e_lumo_ha=0.006
Ga 0.786 1.715 -0.757
N 1.047 -1.766 2.561
C 0.478 -0.666 2.017
S 1.373 0.905 2.333
N -0.578 -0.679 1.334
N -1.022 0.440 0.701
C -2.077 1.013 1.153
C -2.681 2.191 0.599
C -3.957 2.565 1.040
C -4.571 3.708 0.580
C -3.912 4.518 -0.342
C -2.653 4.182 -0.785
C -1.996 3.027 -0.324
O -0.791 2.738 -0.731
H 1.784 -1.621 3.229
H 0.480 -2.593 2.660
H -2.569 0.608 2.042
H -4.471 1.925 1.745
H -5.547 3.990 0.943
H -4.389 5.418 -0.706
H -2.131 4.802 -1.497
C 2.846 -4.211 -2.510
N 1.489 -3.859 -2.125
C 0.813 -3.272 -3.268
N 1.513 -2.128 -3.827
C 2.870 -2.524 -4.169
N 3.597 -3.088 -3.043
C 3.869 -2.094 -2.029
P 2.326 -1.310 -1.257
C 1.468 -2.967 -0.985
C 1.499 -1.003 -2.921
H 2.787 -4.982 -3.285
H 3.370 -4.618 -1.640
H -0.187 -2.955 -2.950
H 0.724 -4.034 -4.053
H 3.413 -1.653 -4.547
H 2.816 -3.284 -4.956
H 4.471 -1.290 -2.468
H 4.460 -2.553 -1.228
H 0.427 -2.758 -0.711
H 1.953 -3.463 -0.137
H 1.983 -0.145 -3.406
H 0.461 -0.718 -2.709
C 8.631 -0.629 -2.284
C 7.919 0.603 -1.705
C 7.470 1.497 -2.865
C 8.922 1.384 -0.839
C 6.751 0.203 -0.814
C 6.859 -0.938 -0.017
C 5.881 -1.326 0.883
C 4.762 -0.529 0.968
O 3.674 -0.634 1.788
B 2.897 0.458 1.490
O 3.455 1.233 0.499
C 4.632 0.614 0.177
C 5.609 0.998 -0.717
H 9.317 -0.321 -3.071
H 7.914 -1.331 -2.703
H 9.216 -1.138 -1.523
H 8.302 1.661 -3.547
H 7.145 2.472 -2.513
H 6.658 1.030 -3.418
H 9.755 1.721 -1.452
H 9.311 0.754 -0.042
H 8.451 2.254 -0.389
H 7.744 -1.550 -0.087
H 5.991 -2.204 1.500
H 5.472 1.888 -1.303
F -4.173 -6.313 -5.908
C -4.096 -6.533 -4.585
F -3.273 -7.580 -4.421
F -5.318 -6.954 -4.203
C -3.654 -5.316 -3.827
C -2.792 -5.441 -2.745
C -2.375 -4.301 -2.086
C -2.819 -3.044 -2.489
C -3.719 -2.939 -3.544
C -4.133 -4.072 -4.216
P -2.129 -1.579 -1.596
C -2.283 -0.291 -2.887
C -1.633 -0.523 -4.102
C -1.432 0.505 -5.000
C -1.884 1.782 -4.693
C -2.567 2.020 -3.508
C -2.750 0.989 -2.606
C -1.607 2.937 -5.610
F -1.051 3.972 -4.959
F -0.770 2.628 -6.612
F -2.724 3.420 -6.191
C -3.590 -1.359 -0.508
C -3.437 -1.916 0.759
C -4.446 -1.816 1.695
C -5.613 -1.143 1.360
C -5.787 -0.601 0.093
C -4.782 -0.727 -0.848
C -6.678 -0.946 2.398
F -6.592 0.278 2.960
F -6.605 -1.825 3.409
F -7.921 -1.044 1.902
H -2.440 -6.416 -2.445
H -1.676 -4.387 -1.266
H -4.081 -1.970 -3.857
H -4.814 -4.001 -5.052
H -1.250 -1.505 -4.342
H -0.896 0.323 -5.919
H -2.919 3.013 -3.272
H -3.237 1.201 -1.668
H -2.505 -2.405 1.007
H -4.338 -2.246 2.679
H -6.708 -0.087 -0.142
H -4.931 -0.325 -1.838

104
Properties=species:S:1:pos:R:3 method="wB97M-V/def2-TZVPD" energy_ha=-5000.5849 orbital_gap_ev="6.820 / 4.942" spin_multiplicity=6 total_charge=+4 e_homo_ev="-17.41 / -18.16" de_lowest_kj_mol=0.0 e_lumo_ha="-0.389 / -0.486"
Ir -0.602 -0.331 0.504
C 3.022 -0.787 2.884
C 2.358 -0.714 1.668
N 1.032 -0.715 1.857
N 0.823 -0.779 3.198
C 2.014 -0.823 3.822
B -0.584 -0.598 3.819
N -1.049 0.845 3.553
C -1.629 1.830 4.273
C -1.996 2.852 3.430
C -1.609 2.411 2.167
N -1.039 1.215 2.243
N -1.641 -1.548 3.209
C -2.553 -2.327 3.831
C -3.573 -2.612 2.954
C -3.215 -1.950 1.781
N -2.059 -1.316 1.938
N -0.448 -1.006 5.333
C -0.770 -0.496 6.484
C -0.451 -1.454 7.512
C 0.080 -2.563 6.785
N 0.074 -2.335 5.512
H 4.084 -0.810 3.058
H 2.772 -0.624 0.678
H 2.087 -0.868 4.895
H -1.763 1.781 5.338
H -2.467 3.782 3.696
H -1.696 2.917 1.218
H -2.429 -2.634 4.855
H -4.452 -3.203 3.139
H -3.745 -1.906 0.845
H -1.199 0.481 6.624
H -0.630 -1.349 8.572
H 0.438 -3.504 7.177
C -4.535 1.653 -2.421
N -4.182 0.226 -2.428
C -4.867 -0.730 -3.109
C -4.252 -1.914 -2.871
N -3.177 -1.672 -2.042
C -3.150 -0.336 -1.759
S -2.146 0.676 -0.802
C -2.325 -2.734 -1.562
C -2.438 -3.992 -2.137
C -1.721 -5.034 -1.572
C -0.915 -4.782 -0.474
C -0.822 -3.483 -0.020
N -1.505 -2.464 -0.558
H -5.403 1.780 -3.061
H -3.702 2.231 -2.812
H -4.778 1.966 -1.409
H -5.740 -0.511 -3.701
H -4.534 -2.893 -3.205
H -3.049 -4.181 -3.005
H -1.806 -6.031 -1.984
H -0.359 -5.570 0.013
H -0.178 -3.233 0.815
C -0.125 2.971 -5.382
C -0.946 3.187 -4.277
C -0.478 2.908 -3.006
C 0.821 2.414 -2.821
C 1.637 2.202 -3.939
C 1.165 2.486 -5.211
Ge 1.547 2.150 -1.082
C 3.311 1.452 -0.962
C 4.200 2.057 -0.061
C 5.538 1.696 -0.056
C 5.999 0.721 -0.931
C 5.125 0.112 -1.828
C 3.790 0.469 -1.840
C 1.053 3.390 0.270
C 0.443 4.596 -0.099
C 0.269 5.601 0.840
C 0.688 5.406 2.150
C 1.285 4.207 2.530
C 1.456 3.200 1.600
H -0.484 3.208 -6.375
H -1.933 3.609 -4.418
H -1.110 3.122 -2.151
H 2.657 1.860 -3.822
H 1.809 2.346 -6.069
H 3.865 2.840 0.607
H 6.225 2.186 0.621
H 7.044 0.440 -0.922
H 5.496 -0.629 -2.523
H 3.121 -0.012 -2.546
H 0.153 4.779 -1.127
H -0.172 6.544 0.547
H 0.559 6.198 2.876
H 1.621 4.073 3.549
H 1.914 2.263 1.902
C 2.063 -3.576 -4.740
C 1.639 -2.722 -3.590
C 2.118 -2.926 -2.297
C 1.703 -2.105 -1.268
N 0.836 -1.094 -1.430
C 0.361 -0.904 -2.672
C 0.735 -1.670 -3.755
H 2.892 -4.228 -4.475
H 2.358 -2.960 -5.590
H 1.230 -4.199 -5.072
H 2.825 -3.719 -2.089
H 2.084 -2.273 -0.271
H -0.320 -0.073 -2.808
H 0.335 -1.434 -4.734

One value per record, in order, for max |F|: 1.061 2.366 1.290 1.288 eV/A.